# 1
{
  "formula": "C25H24BrIN3PRhS",
  "method": "wB97M-V/def2-TZVPD",
  "lumo_ev": [-10.32, -10.32],
  "de_lowest_ev": 0.768,
  "e_tot_ha": -4852.2422,
  "total_charge": 3,
  "e_homo_ev": [-17.348, -17.348],
  "homo_lumo_gap_ha": [0.258, 0.258],
  "species": ["Rh", "N", "C", "C", "C", "C", "C", "C", "P", "C", "C", "C", "C", "C", "C", "C", "C", "C", "C", "C", "C", "H", "H", "H", "H", "H", "H", "H", "H", "H", "H", "H", "H", "H", "H", "H", "H", "N", "C", "N", "S", "H", "H", "H", "H", "Br", "C", "C", "C", "C", "C", "C", "I", "H", "H", "H", "H"],
  "xyz": [[0.4067, -0.8227, 0.0354], [2.2568, -0.3694, 0.9725], [2.9230, 0.8329, 0.4942], [4.2923, 0.9662, 0.4071], [4.8085, 2.2190, 0.0820], [3.9711, 3.3078, -0.1259], [2.5930, 3.1564, -0.0607], [2.0704, 1.8972, 0.2212], [0.3513, 1.4926, -0.0379], [0.2023, 0.9273, -1.7392], [1.3068, 0.3517, -2.3904], [1.1523, -0.1911, -3.6679], [-0.0682, -0.1127, -4.3070], [-1.1733, 0.4715, -3.6678], [-1.0564, 0.9580, -2.3892], [-0.6936, 2.8539, 0.3927], [-0.7766, 3.1821, 1.7523], [-1.4696, 4.3144, 2.1377], [-2.0718, 5.1184, 1.1741], [-1.9783, 4.7982, -0.1749], [-1.2945, 3.6633, -0.5775], [2.8840, -1.1740, 1.0031], [2.0239, -0.1863, 1.9516], [4.9550, 0.1375, 0.6249], [5.8804, 2.3485, 0.0153], [4.3944, 4.2758, -0.3563], [1.9377, 3.9961, -0.2570], [2.2919, 0.3906, -1.9401], [2.0048, -0.6315, -4.1666], [-0.1758, -0.4919, -5.3147], [-2.1211, 0.5328, -4.1862], [-1.9191, 1.3796, -1.8880], [-0.2942, 2.5648, 2.5026], [-1.5353, 4.5777, 3.1843], [-2.6090, 6.0076, 1.4761], [-2.4303, 5.4404, -0.9185], [-1.1990, 3.4437, -1.6322], [-2.6580, -0.5347, 2.1490], [-1.7646, -1.3048, 2.7441], [-2.0816, -2.0055, 3.8151], [-0.1064, -1.4047, 2.2386], [-3.6137, -0.4780, 2.4726], [-2.3869, 0.0493, 1.3786], [-2.9871, -1.9311, 4.2582], [-1.4073, -2.6203, 4.2459], [1.4234, -3.1741, -0.5428], [-0.0621, -4.3586, -0.2764], [0.2105, -5.6699, 0.0584], [-0.8539, -6.5506, 0.2150], [-2.1586, -6.1168, 0.0439], [-2.4231, -4.7936, -0.2872], [-1.3645, -3.9160, -0.4483], [-1.7584, -1.9583, -1.0917], [1.2294, -6.0074, 0.1910], [-0.6525, -7.5815, 0.4718], [-2.9817, -6.8077, 0.1630], [-3.4435, -4.4621, -0.4281]],
  "forces_ev_per_angstrom": [[0.2, 0.7, 0.7], [0.0, 0.1, 0.0], [-0.1, 0.1, 0.0], [0.0, 0.0, 0.1], [0.0, 0.0, 0.0], [0.0, 0.0, 0.0], [0.0, 0.0, 0.0], [0.0, 0.0, 0.0], [0.1, -0.5, -0.7], [-0.2, 0.3, 0.1], [0.0, -0.2, 0.2], [0.0, 0.0, -0.1], [0.1, 0.0, 0.0], [0.0, 0.0, 0.0], [0.1, 0.0, -0.1], [-0.1, -0.2, 0.1], [-0.1, 0.0, 0.0], [0.0, 0.0, 0.0], [0.0, 0.0, 0.0], [0.0, 0.0, 0.0], [0.0, 0.1, 0.0], [0.0, 0.0, -0.2], [0.0, -0.1, 0.0], [0.0, 0.0, 0.0], [0.0, 0.0, 0.0], [0.0, 0.0, 0.0], [0.0, 0.0, 0.0], [0.0, 0.1, 0.0], [0.0, 0.0, 0.0], [0.0, 0.0, 0.0], [0.0, 0.0, 0.0], [0.0, 0.0, 0.0], [0.0, 0.0, 0.0], [0.0, 0.0, 0.0], [0.0, 0.0, 0.0], [0.0, 0.0, 0.0], [0.0, 0.0, 0.0], [-0.1, -0.1, 0.1], [0.1, 0.2, -0.1], [0.0, 0.0, 0.0], [0.1, -0.3, -0.1], [0.0, 0.0, 0.0], [0.0, 0.1, 0.0], [0.0, 0.0, 0.0], [0.0, 0.0, 0.0], [-0.1, -0.2, -0.1], [0.0, 0.1, 0.0], [0.0, 0.0, 0.0], [0.0, 0.0, 0.0], [0.0, 0.0, 0.0], [-0.1, 0.1, 0.0], [0.1, 0.0, 0.0], [0.0, 0.1, 0.1], [0.0, 0.0, 0.0], [0.0, 0.0, 0.0], [0.0, 0.0, 0.0], [0.0, 0.0, 0.0]],
  "mulliken_charge": [-0.090, -0.245, 0.051, -0.652, -0.752, -0.815, -0.686, 0.404, 2.523, -0.702, 0.434, -0.895, -0.621, -0.801, -0.587, 0.547, -0.638, -0.761, -0.506, -0.839, -0.264, 0.316, 0.406, 0.465, 0.452, 0.458, 0.543, 0.455, 0.520, 0.478, 0.485, 0.731, 0.436, 0.454, 0.446, 0.476, 0.526, -0.320, 1.040, -0.432, -0.311, 0.231, 0.028, 0.221, 0.213, -0.001, 0.713, -0.696, -0.586, -0.681, -0.652, 0.352, 0.378, 0.441, 0.426, 0.428, 0.454]
}

# 2
{
  "formula": "C25H24BrIrNO2",
  "method": "wB97M-V/def2-TZVPD",
  "spin_multiplicity": 6,
  "lumo_ev": [0.30, -2.73],
  "e_tot_ha": -3850.3776,
  "e_homo_ev": [-7.159, -7.160],
  "homo_lumo_gap_ha": [0.274, 0.163],
  "species": ["C", "C", "C", "H", "C", "C", "H", "H", "H", "H", "Ir", "Br", "C", "C", "C", "H", "C", "C", "H", "H", "H", "H", "C", "C", "C", "C", "C", "C", "N", "C", "C", "C", "C", "C", "C", "C", "O", "O", "C", "C", "H", "H", "H", "H", "H", "H", "H", "H", "H", "H", "H", "H", "H", "H"],
  "xyz": [[-2.4486, -0.6303, -3.3795], [-1.9125, 0.6090, -2.8935], [-0.4842, 0.4589, -2.7994], [-2.4800, 1.4916, -2.6266], [-0.1235, -0.8653, -3.1997], [-1.3257, -1.5557, -3.5823], [-1.3833, -2.5531, -4.0004], [-3.4829, -0.8296, -3.6072], [0.2092, 1.2536, -2.5682], [0.8722, -1.2805, -3.2594], [-1.5772, -1.1087, -1.5399], [-2.0472, -1.3779, 0.7332], [-2.7778, -3.7346, -0.6795], [-2.4231, -4.1599, -1.9930], [-3.3451, -3.5798, -2.9115], [-1.6709, -4.8893, -2.2271], [-4.2573, -2.7608, -2.1810], [-3.9271, -2.8538, -0.7989], [-4.5203, -2.4480, 0.0025], [-2.3624, -4.1234, 0.2328], [-3.4103, -3.7982, -3.9640], [-5.1214, -2.2565, -2.5820], [1.2324, -0.2453, 4.7238], [0.4886, 0.6350, 3.7653], [-0.8970, 0.6709, 3.8251], [-1.6391, 1.4395, 2.9399], [-0.9937, 2.1430, 1.9361], [0.4101, 2.0712, 1.8318], [1.0129, 2.7381, 0.7639], [2.0433, 2.2621, -0.0405], [2.9584, 3.1721, -0.5883], [4.1411, 2.7142, -1.1499], [4.3982, 1.3370, -1.2162], [3.4378, 0.4138, -0.7802], [2.2410, 0.8881, -0.2459], [1.0882, -0.0685, 0.0412], [1.3023, -1.0786, 0.7253], [-0.0212, 0.3016, -0.5260], [1.1758, 1.4037, 2.8178], [2.6730, 1.4577, 2.8372], [1.8275, -1.0100, 4.2069], [1.9139, 0.3130, 5.3789], [0.5184, -0.7685, 5.3666], [-1.3964, 0.0642, 4.5678], [-2.7179, 1.4843, 2.9993], [-1.5314, 2.7038, 1.1576], [0.5977, 3.6188, 0.4663], [2.7454, 4.2382, -0.5160], [4.8615, 3.4174, -1.5655], [5.3449, 0.9592, -1.6071], [3.5717, -0.6733, -0.8491], [3.1005, 0.5775, 2.3326], [3.0708, 2.3588, 2.3552], [3.0410, 1.4531, 3.8705]],
  "forces_ev_per_angstrom": [[0.5, 0.4, -1.9], [0.8, 0.1, -1.2], [0.1, 1.0, -2.2], [0.1, -0.2, 0.0], [-0.2, 0.4, -0.9], [-0.5, 1.0, -1.4], [0.0, 0.3, 0.2], [0.1, 0.1, 0.0], [-0.1, -0.3, 0.2], [-0.1, 0.1, 0.1], [0.5, -1.9, 5.1], [-0.1, 0.4, 1.7], [0.2, -1.2, -2.0], [-0.4, 0.6, 1.9], [-1.0, 0.3, 1.1], [0.2, 0.0, 0.0], [0.6, -0.7, 0.9], [-0.9, -0.6, -1.9], [0.1, 0.0, 0.0], [0.1, 0.1, 0.0], [0.1, 0.0, -0.1], [0.1, 0.1, 0.0], [0.1, -0.3, 0.4], [0.0, 0.1, 0.0], [-0.1, -0.1, -0.1], [0.1, 0.4, -0.2], [0.6, -0.2, -0.2], [-0.5, -0.1, 0.7], [0.0, 0.9, -0.7], [0.5, 0.0, 0.0], [0.1, -0.1, 0.1], [-0.1, -0.5, -0.3], [0.0, -0.4, 0.1], [-0.1, 0.5, -0.1], [-0.6, 0.1, 0.1], [0.7, -1.1, 0.9], [-0.4, 0.8, -1.1], [0.4, -0.2, 0.5], [-0.6, 0.2, -0.6], [0.4, -0.1, 0.0], [-0.1, 0.2, 0.0], [-0.1, -0.1, -0.2], [0.1, 0.0, 0.0], [-0.1, 0.0, 0.1], [0.0, -0.1, 0.1], [0.1, -0.3, 0.5], [0.1, -0.5, 0.3], [0.2, -0.2, 0.1], [-0.1, -0.1, 0.2], [-0.3, 0.2, 0.0], [0.1, 0.5, 0.0], [0.0, 0.2, 0.1], [-0.2, -0.2, 0.0], [-0.1, 0.0, -0.2]],
  "mulliken_charge": [-0.410, -0.864, -0.001, 0.393, -0.730, -0.410, 0.533, 0.531, 0.430, 0.433, 0.858, -0.320, -0.567, -0.343, -0.609, 0.435, -0.601, -0.475, 0.478, 0.539, 0.603, 0.534, -1.721, 1.460, -0.884, -0.944, -0.502, 0.192, 0.041, -0.289, -0.513, -0.455, -0.716, -0.435, 0.844, 0.072, -0.713, -0.111, 0.847, -1.719, 0.292, 0.349, 0.392, 0.327, 0.377, 0.303, 0.299, 0.388, 0.393, 0.381, 0.456, 0.231, 0.346, 0.576]
}

# 3
{
  "formula": "C25H24Cl2N4O2PdS",
  "method": "wB97M-V/def2-TZVPD",
  "lumo_ev": [-9.74, -9.70],
  "de_lowest_ev": 0.015,
  "e_tot_ha": -2782.3396,
  "total_charge": 2,
  "e_homo_ev": [-13.757, -13.758],
  "homo_lumo_gap_ha": [0.148, 0.149],
  "species": ["Pd", "O", "C", "O", "C", "C", "C", "C", "C", "N", "H", "H", "H", "H", "N", "C", "C", "C", "C", "C", "C", "S", "N", "C", "C", "C", "C", "C", "C", "N", "H", "H", "H", "H", "H", "H", "H", "H", "H", "C", "C", "C", "C", "C", "C", "H", "H", "H", "H", "H", "H", "H", "H", "H", "Cl", "C", "Cl", "H", "H"],
  "xyz": [[0.6778, -0.3084, 1.2350], [2.0518, -0.3084, 4.9677], [1.9039, -0.3661, 3.7687], [0.7268, -0.4324, 3.2733], [3.0965, -0.3523, 2.8656], [4.3911, -0.3846, 3.3256], [5.4158, -0.3941, 2.3816], [5.0943, -0.3737, 1.0350], [3.7589, -0.3407, 0.6570], [2.7841, -0.3244, 1.5599], [4.5860, -0.4102, 4.3888], [6.4489, -0.4237, 2.6989], [5.8622, -0.3910, 0.2759], [3.4597, -0.3404, -0.3840], [0.3443, 1.4093, -2.5581], [0.2696, 0.4508, -3.6247], [0.1470, 0.9081, -4.9241], [0.0531, -0.0035, -5.9693], [0.0886, -1.3510, -5.7074], [0.2205, -1.8069, -4.3952], [0.3105, -0.9038, -3.3584], [0.4716, -1.5539, -1.7020], [0.6597, -0.0828, -0.7937], [0.5244, 1.1183, -1.2612], [0.5649, 2.2169, -0.2678], [0.4884, 3.5614, -0.5815], [0.4668, 4.4911, 0.4553], [0.5123, 4.0530, 1.7702], [0.5972, 2.6956, 2.0154], [0.6411, 1.8148, 1.0193], [0.2529, 2.3721, -2.8250], [0.1184, 1.9721, -5.1245], [-0.0477, 0.3515, -6.9837], [0.0194, -2.0613, -6.5171], [0.2547, -2.8678, -4.1873], [0.4416, 3.9164, -1.5974], [0.4042, 5.5464, 0.2302], [0.4807, 4.7453, 2.5973], [0.6221, 2.2982, 3.0218], [-4.3328, -1.0453, -0.3172], [-3.9165, -0.3438, 0.9863], [-4.4208, 1.1082, 0.9944], [-4.4845, -1.1056, 2.2007], [-2.4664, -0.3350, 1.0687], [-1.2294, -0.3396, 1.1286], [-5.4195, -1.0664, -0.3813], [-3.9670, -2.0707, -0.3453], [-3.9488, -0.5163, -1.1880], [-5.5079, 1.1104, 0.9306], [-4.0280, 1.6654, 0.1443], [-4.1310, 1.6196, 1.9117], [-5.5709, -1.1161, 2.1371], [-4.1977, -0.6256, 3.1348], [-4.1302, -2.1352, 2.2185], [1.0804, -3.0755, 1.4659], [0.4586, -4.7109, 0.9999], [0.4693, -4.9609, -0.7258], [-0.5553, -4.7822, 1.3782], [1.1344, -5.4141, 1.4776]],
  "forces_ev_per_angstrom": [[0.4, 1.5, 0.8], [0.2, 0.0, -0.3], [1.9, 0.2, 2.6], [-2.0, 0.2, -3.0], [-0.6, -0.1, -0.4], [0.3, 0.0, -0.1], [-0.2, 0.0, 0.1], [-0.2, 0.0, -0.1], [0.3, 0.0, -0.3], [0.1, -0.1, -0.1], [-0.1, 0.0, 0.0], [0.0, 0.0, 0.0], [0.0, 0.0, 0.0], [0.0, 0.0, 0.0], [0.1, -0.3, 0.3], [0.0, 0.4, 0.1], [0.0, 0.0, 0.1], [0.0, 0.4, 0.0], [0.0, -0.4, 0.2], [0.0, -0.1, -0.2], [0.1, -0.1, 0.3], [0.1, 0.4, 0.0], [0.0, -0.6, 0.0], [-0.1, 0.0, -0.6], [-0.1, -0.1, -0.2], [0.1, -0.1, 0.5], [0.0, -0.1, 0.1], [0.0, 0.1, -0.4], [0.0, -0.5, 0.5], [-0.2, -1.3, 0.0], [0.0, 0.1, -0.1], [0.0, 0.0, 0.0], [0.0, 0.0, 0.0], [0.0, -0.1, 0.0], [0.0, -0.1, 0.0], [0.0, -0.1, -0.1], [0.0, 0.0, 0.0], [0.0, 0.0, 0.1], [0.0, -0.1, 0.0], [0.0, 0.0, 0.1], [-0.5, -0.4, 0.1], [0.1, 0.0, 0.0], [0.1, 0.1, -0.1], [3.2, 0.4, 0.1], [-2.8, -0.1, -0.1], [0.0, 0.0, 0.0], [0.0, 0.0, 0.0], [0.0, 0.0, -0.1], [0.0, 0.0, 0.0], [0.0, 0.0, 0.0], [0.0, 0.0, 0.0], [-0.1, 0.0, 0.0], [0.0, 0.0, 0.0], [0.0, 0.0, 0.0], [0.4, 0.5, 0.3], [-0.4, 0.0, -0.3], [0.0, -0.1, 0.0], [0.1, 0.0, 0.0], [0.0, 0.2, 0.1]],
  "mulliken_charge": [0.065, -0.579, 0.540, -0.501, 0.553, -0.843, -0.331, -0.831, -0.351, 0.442, 0.581, 0.462, 0.463, 0.549, -0.010, 0.062, -0.691, -0.670, -0.774, -0.723, 0.835, -0.177, 0.230, 0.792, 0.935, -0.896, -0.556, -0.887, -0.455, 0.554, 0.037, 0.418, 0.418, 0.418, 0.469, 0.517, 0.478, 0.476, 0.659, -1.506, 1.722, -1.572, -1.523, 0.102, -0.598, 0.410, 0.380, 0.364, 0.413, 0.367, 0.386, 0.395, 0.391, 0.377, 0.077, -0.456, -0.087, 0.327, 0.353]
}

# 4
{
  "formula": "C25H24ClI2N6O5SZr",
  "method": "wB97M-V/def2-TZVPD",
  "lumo_ev": -3.66,
  "de_lowest_ev": 0.000,
  "e_tot_ha": -3172.6955,
  "total_charge": 1,
  "e_homo_ev": -10.612,
  "homo_lumo_gap_ha": 0.255,
  "species": ["Zr", "C", "C", "N", "N", "C", "N", "S", "C", "C", "C", "C", "C", "N", "H", "H", "H", "H", "H", "H", "H", "H", "H", "H", "C", "O", "C", "C", "C", "C", "C", "C", "N", "N", "C", "O", "C", "C", "C", "C", "C", "C", "C", "O", "H", "H", "H", "H", "H", "H", "H", "H", "H", "H", "H", "H", "Cl", "C", "C", "O", "O", "H", "H", "I", "I"],
  "xyz": [[-0.2272, -0.1575, -0.1824], [-3.0741, 0.3949, -3.9594], [-2.2048, -0.0962, -2.8493], [-1.6100, 0.6872, -2.0286], [-1.8359, 2.0327, -2.1665], [-1.0346, 2.9134, -1.5193], [-1.3769, 4.1970, -1.6360], [0.3296, 2.4578, -0.6600], [-2.0165, -1.5420, -2.5815], [-2.4415, -2.5291, -3.4478], [-2.2519, -3.8631, -3.0993], [-1.6710, -4.1624, -1.8869], [-1.2699, -3.1145, -1.0679], [-1.4204, -1.8398, -1.4108], [-2.6236, 1.2623, -4.4427], [-4.0567, 0.6779, -3.5692], [-3.2394, -0.3596, -4.7197], [-2.7437, 2.3249, -2.4985], [-2.1212, 4.5129, -2.2351], [-0.8135, 4.8882, -1.1708], [-2.9107, -2.2859, -4.3879], [-2.5682, -4.6486, -3.7718], [-1.5204, -5.1818, -1.5632], [-0.8213, -3.2985, -0.1018], [1.2280, 2.6883, 3.4677], [0.4022, 1.6266, 3.9528], [0.9652, 0.3852, 3.8525], [1.3518, -0.2848, 4.9967], [1.8757, -1.5754, 4.9373], [2.0095, -2.1976, 3.7176], [1.5919, -1.5555, 2.5425], [1.8124, -2.2102, 1.2767], [1.2770, -1.8381, 0.1679], [1.7729, -2.4589, -0.9772], [1.5633, -1.6792, -1.9915], [0.9484, -0.5250, -1.8738], [2.0047, -2.1020, -3.3377], [2.6099, -3.3420, -3.5341], [3.0026, -3.7220, -4.8057], [2.7982, -2.8697, -5.8846], [2.2005, -1.6333, -5.6900], [1.8028, -1.2487, -4.4180], [1.0769, -0.2486, 2.6050], [0.7051, 0.4082, 1.5039], [0.6877, 3.6095, 3.6685], [1.4046, 2.5915, 2.3958], [2.1808, 2.7003, 4.0023], [1.2317, 0.2269, 5.9432], [2.1805, -2.0765, 5.8450], [2.4309, -3.1928, 3.6495], [2.5249, -3.0322, 1.2351], [2.7713, -3.9922, -2.6857], [3.4761, -4.6828, -4.9580], [3.1125, -3.1679, -6.8762], [2.0530, -0.9648, -6.5281], [1.3492, -0.2813, -4.2477], [-4.8858, -1.0638, 1.0498], [-3.6201, -0.4388, 2.1490], [-2.3722, -0.2847, 1.3282], [-1.5232, -1.2263, 1.2819], [-2.1737, 0.7502, 0.6364], [-3.4753, -1.1655, 2.9405], [-3.9524, 0.5217, 2.5288], [3.6891, 1.0885, 0.5631], [5.9660, 1.6508, -0.6811]],
  "forces_ev_per_angstrom": [[0.2, 0.3, -0.2], [0.0, 0.0, 0.0], [0.0, 0.0, 0.0], [0.0, 0.0, -0.1], [0.0, -0.1, 0.0], [0.0, 0.0, 0.0], [0.0, 0.0, 0.0], [0.0, 0.0, 0.0], [0.0, 0.0, 0.0], [0.0, 0.0, 0.0], [0.0, 0.0, 0.0], [0.0, 0.0, 0.0], [0.0, 0.0, 0.0], [0.0, 0.0, 0.1], [0.0, 0.0, 0.0], [0.0, 0.0, 0.0], [0.0, 0.0, 0.0], [0.0, 0.0, 0.0], [0.0, 0.0, 0.0], [0.0, 0.0, 0.0], [0.0, 0.0, 0.0], [0.0, 0.0, 0.0], [0.0, 0.0, 0.0], [0.0, 0.0, 0.0], [0.0, 0.0, 0.0], [0.0, 0.0, 0.0], [0.0, -0.1, 0.1], [0.0, 0.1, 0.0], [0.0, -0.1, 0.0], [0.0, 0.0, 0.0], [0.0, 0.0, 0.0], [0.0, 0.0, 0.1], [-0.1, 0.0, 0.1], [0.0, 0.0, 0.0], [0.0, -0.1, 0.0], [0.0, 0.0, 0.0], [-0.1, 0.1, 0.0], [0.0, 0.0, 0.0], [0.0, 0.0, 0.0], [0.0, 0.0, 0.0], [0.0, 0.0, 0.0], [0.0, 0.0, 0.0], [-0.1, 0.0, -0.1], [0.1, 0.0, 0.0], [0.0, 0.0, 0.0], [0.0, 0.0, 0.0], [0.0, 0.0, 0.0], [0.0, 0.0, 0.0], [0.0, 0.0, 0.0], [0.0, 0.0, 0.0], [0.0, 0.0, 0.0], [0.0, 0.0, 0.0], [0.0, 0.0, 0.0], [0.0, 0.0, 0.0], [0.0, 0.0, 0.0], [0.0, 0.0, 0.0], [0.0, 0.0, 0.0], [-0.1, 0.0, 0.0], [0.2, -0.1, -0.1], [0.0, -0.1, 0.1], [0.0, 0.0, -0.1], [0.0, 0.0, 0.0], [0.0, 0.0, 0.0], [0.0, 0.0, -0.1], [0.0, 0.0, 0.0]],
  "mulliken_charge": [0.920, -1.866, 0.705, 0.869, -0.949, 0.592, -0.412, -0.435, 0.835, -0.922, -0.719, -0.998, -0.255, 0.507, 0.466, 0.372, 0.450, 0.325, 0.185, 0.244, 0.331, 0.472, 0.474, 0.500, -0.485, -0.495, -0.073, -0.256, -0.836, -0.955, 1.345, -1.169, 1.245, -1.033, 0.680, -0.629, 0.409, -0.353, -0.716, -0.405, -0.789, -0.273, 0.384, -0.773, 0.247, 0.052, 0.286, 0.502, 0.417, 0.474, 0.411, 0.479, 0.423, 0.403, 0.420, 0.471, -0.190, -0.652, 0.910, -0.521, -0.568, 0.343, 0.390, 0.253, -0.063]
}